No. 1
Molecular formula: C4H6I4
Method: DFT, ωB97M-V/def2-TZVPD

Summary:
Electronic energy, Eh: -1346.7221
Relative energy (zero: lowest compared OMol25 entry of this formula, charge and spin), kJ/mol: 26.6
LUMO, eV: -0.214
HOMO, Ha: -0.3250
Kohn-Sham gap, eV: 8.6

The geometry in ORCA input format:
```
! wB97M-V def2-TZVPD RIJCOSX def2/J DEFGRID3
* xyz 0 1
C -1.07 -1.78 0.49
C 1.09 1.76 -0.48
C -0.35 -0.53 0.83
C 0.33 0.55 -0.86
I -1.57 0.90 1.85
I 1.48 -0.91 1.89
I 1.51 -0.90 -1.91
I -1.50 1.00 -1.89
H -1.39 -2.28 1.41
H -1.97 -1.57 -0.10
H -0.43 -2.47 -0.06
H 1.40 2.29 -1.38
H 1.99 1.50 0.08
H 0.48 2.44 0.12
*
```

---

No. 2
Molecular formula: C4H6IN2
Method: DFT, ωB97M-V/def2-TZVPD

Summary:
Electronic energy, Eh: -562.8616
Relative energy (zero: lowest compared OMol25 entry of this formula, charge and spin), kJ/mol: 285.1
LUMO, eV: -4.814
HOMO, Ha: -0.4896
Kohn-Sham gap, eV: 8.5

The geometry in ORCA input format:
```
! wB97M-V def2-TZVPD RIJCOSX def2/J DEFGRID3
* xyz 1 1
C -0.88 1.40 0.54
C -1.35 0.35 1.12
C 0.30 -1.00 -0.12
C 0.23 1.38 -0.49
N 0.77 0.05 -0.71
N 0.66 -2.24 -0.17
I -2.50 -0.70 2.38
H -1.27 2.39 0.73
H -0.17 1.78 -1.42
H 1.03 2.04 -0.14
H 1.57 0.04 -1.33
H 0.15 -2.93 0.35
H 1.45 -2.57 -0.73
*
```

---

No. 3
Molecular formula: C4H6IN2P
Method: DFT, ωB97M-V/def2-TZVPD

Summary:
Electronic energy, Eh: -904.5669
Relative energy (zero: lowest compared OMol25 entry of this formula, charge and spin), kJ/mol: 20.9
LUMO, eV: -0.170
HOMO, Ha: -0.3270
Structure (SMILES): CP(I)n1ccnc1
Kohn-Sham gap, eV: 8.7

The geometry in ORCA input format:
```
! wB97M-V def2-TZVPD RIJCOSX def2/J DEFGRID3
* xyz 0 1
C -0.83 -2.15 0.65
P -1.36 -0.33 0.81
I -3.03 -0.13 -0.89
N -0.09 0.68 -0.08
C 1.10 0.81 0.64
C 1.87 1.62 -0.15
N 1.19 1.96 -1.25
C -0.01 1.42 -1.19
H -1.51 -2.74 1.30
H 0.29 -2.51 0.95
H -0.97 -2.55 -0.40
H 1.20 0.36 1.66
H 2.95 2.01 -0.11
H -0.80 1.55 -1.93
*
```

---

No. 4
Molecular formula: C4H6IN3
Method: DFT, ωB97M-V/def2-TZVPD

Summary:
Electronic energy, Eh: -617.8683
Relative energy (zero: lowest compared OMol25 entry of this formula, charge and spin), kJ/mol: 164.0
LUMO, eV: 0.317
HOMO, Ha: -0.3111
Kohn-Sham gap, eV: 8.8

The geometry in ORCA input format:
```
! wB97M-V def2-TZVPD RIJCOSX def2/J DEFGRID3
* xyz 0 1
C 1.09 1.64 0.68
C -0.26 0.01 0.47
C 0.52 0.23 -0.66
C -1.39 -0.93 0.79
N 1.31 1.27 -0.57
N 0.17 0.94 1.33
N 0.15 -0.74 -2.35
I 1.37 -2.30 -2.44
H 1.49 2.52 1.14
H -2.13 -0.66 0.12
H -0.98 -1.92 0.41
H -1.70 -1.03 1.87
H -0.17 1.04 2.26
H 0.53 -0.09 -3.06
*
```

---

No. 5
Molecular formula: C4H6IN3OS
Method: DFT, ωB97M-V/def2-TZVPD

Summary:
Electronic energy, Eh: -1091.2831
Relative energy (zero: lowest compared OMol25 entry of this formula, charge and spin), kJ/mol: 0.0
LUMO, eV: -0.313
HOMO, Ha: -0.3481
Kohn-Sham gap, eV: 9.2

The geometry in ORCA input format:
```
! wB97M-V def2-TZVPD RIJCOSX def2/J DEFGRID3
* xyz 0 1
C -1.80 -1.81 -0.43
C 1.31 0.24 -0.66
C 0.27 1.43 -0.52
C 1.28 -0.64 0.55
N -2.21 -1.87 -1.52
N -1.36 -1.65 0.78
N -0.85 0.79 0.02
O -0.62 -0.09 2.50
S -0.56 -0.45 1.12
I -2.62 1.56 0.30
H 0.99 -0.25 -1.50
H 2.29 0.65 -0.71
H 0.68 2.32 -0.12
H -0.07 1.75 -1.52
H 1.44 -1.71 0.29
H 1.82 -0.27 1.43
*
```

---

No. 6
Molecular formula: C4H6INO
Method: DFT, ωB97M-V/def2-TZVPD

Summary:
Electronic energy, Eh: -583.5763
Relative energy (zero: lowest compared OMol25 entry of this formula, charge and spin), kJ/mol: 376.1
LUMO (alpha / beta), eV: -0.214 / -0.160
HOMO (alpha / beta), Ha: -0.2959 / -0.3036
Kohn-Sham gap (alpha / beta), eV: 7.8 / 8.1

The geometry in ORCA input format:
```
! wB97M-V def2-TZVPD RIJCOSX def2/J DEFGRID3
* xyz 0 1
C -1.02 -0.56 -1.61
C -1.55 0.43 -0.49
C 0.56 0.13 0.44
C 1.51 -0.42 1.45
N 0.03 -1.18 -1.47
O -0.72 0.17 0.61
I 1.41 1.89 -0.49
H -1.62 -0.42 -2.52
H -1.41 1.51 -0.90
H -2.54 0.19 -0.07
H 1.70 0.24 2.25
H 2.46 -0.59 0.93
H 1.19 -1.39 1.85
*
```

---

No. 7
Molecular formula: C4H6INS
Method: DFT, ωB97M-V/def2-TZVPD

Summary:
Electronic energy, Eh: -906.6215
Relative energy (zero: lowest compared OMol25 entry of this formula, charge and spin), kJ/mol: 2.9
LUMO, eV: 0.246
HOMO, Ha: -0.3241
Structure (SMILES): CC1=N[C@@H](I)SC1
Kohn-Sham gap, eV: 9.1

The geometry in ORCA input format:
```
! wB97M-V def2-TZVPD RIJCOSX def2/J DEFGRID3
* xyz 0 1
C -0.10 -1.44 1.25
C -0.14 -0.37 0.24
N -0.82 0.67 0.45
C -0.71 1.71 -0.67
I 0.76 3.22 0.02
S -0.06 0.86 -2.13
C 0.67 -0.35 -1.06
H -1.07 -1.47 1.90
H 0.66 -1.17 2.00
H 0.08 -2.46 1.03
H -1.63 2.12 -0.87
H 1.60 0.02 -0.74
H 0.74 -1.35 -1.42
*
```

---

No. 8
Molecular formula: C4H6KO
Method: DFT, ωB97M-V/def2-TZVPD

Summary:
Electronic energy, Eh: -830.8866
Relative energy (zero: lowest compared OMol25 entry of this formula, charge and spin), kJ/mol: 51.5
LUMO, eV: -4.024
HOMO, Ha: -0.4113
Kohn-Sham gap, eV: 7.2

The geometry in ORCA input format:
```
! wB97M-V def2-TZVPD RIJCOSX def2/J DEFGRID3
* xyz 1 1
O 1.38 0.40 0.44
K 2.79 -0.60 2.48
C 0.97 1.40 -0.12
C 1.92 0.92 -4.65
H 1.07 0.50 -4.11
H 0.64 1.36 -1.18
H 1.76 1.91 -5.09
H 1.01 2.39 0.38
C 2.91 0.14 -5.09
C 3.81 -0.70 -5.54
H 3.53 -1.55 -6.17
H 4.87 -0.50 -5.39
*
```

---

> The highest electronic energy belongs to which entry?

C4H6IN2